40
Properties=species:S:1:pos:R:3 method="wB97M-V/def2-TZVPD" multiplicity=2 max_force_ev_per_a=0.45 lumo_energy_ev="3.95 / 3.90" charge=-2 gap_ev="6.6 / 6.5" e_above_lowest_kj_mol=91.54 homo_energy_ev="-2.62 / -2.63" s_squared=0.76
Cu 1.37 -0.47 -1.34
S 3.46 0.35 -1.36
C 4.43 -1.05 -1.71
C 5.85 -0.84 -1.82
N 6.98 -0.65 -1.91
C 3.90 -2.29 -1.90
S 2.20 -2.61 -1.82
C 4.77 -3.40 -2.19
N 5.45 -4.30 -2.43
N 1.16 2.56 -1.36
C 0.63 1.48 -1.32
H 0.70 3.46 -1.29
O -2.84 -3.54 2.20
S -1.68 -3.86 1.41
O -1.45 -5.26 1.13
N -1.60 -2.97 0.07
C -0.59 -2.11 0.11
O -0.34 -1.29 -0.81
C 0.23 -2.17 1.37
C 1.30 -1.39 1.77
C 1.87 -1.64 3.01
C 1.37 -2.64 3.84
C 0.28 -3.42 3.45
C -0.26 -3.16 2.21
H 1.70 -0.62 1.13
H 2.71 -1.05 3.33
H 1.83 -2.82 4.81
H -0.12 -4.19 4.09
F -5.21 6.44 -1.12
C -4.43 5.34 -1.09
C -4.97 4.10 -0.82
F -6.29 3.99 -0.58
C -4.16 2.98 -0.79
F -4.77 1.82 -0.51
C -2.78 3.02 -1.03
Se -1.79 1.38 -0.98
C -2.29 4.29 -1.29
F -0.98 4.49 -1.54
C -3.08 5.43 -1.33
F -2.53 6.63 -1.59

17
Properties=species:S:1:pos:R:3 method="wB97M-V/def2-TZVPD" multiplicity=1 max_force_ev_per_a=4.09 lumo_energy_ev=-4.24 charge=+1 gap_ev=8.3 e_above_lowest_kj_mol=129.66 homo_energy_ev=-12.58
C 0.40 1.94 -1.27
C 0.30 0.91 -2.35
S 0.80 -0.94 -2.18
H 0.44 3.01 -1.60
H 1.29 1.84 -0.70
H -0.52 1.99 -0.66
H -0.74 0.57 -2.62
H 0.67 1.24 -3.38
H 2.15 -0.83 -2.13
N -0.56 -1.65 1.06
C -1.01 -1.29 2.23
N -0.37 -0.53 3.15
H 0.35 -1.50 0.70
H -1.13 -2.09 0.38
H -2.12 -1.49 2.38
H -0.47 -0.86 4.13
H 0.53 -0.33 2.84

114
Properties=species:S:1:pos:R:3 method="wB97M-V/def2-TZVPD" multiplicity=1 max_force_ev_per_a=0.66 lumo_energy_ev=0.01 gap_ev=8.1 homo_energy_ev=-8.11
C 1.15 -2.19 -0.55
C 0.46 -1.25 0.43
C -0.08 0.04 -0.22
C -1.55 0.06 -0.70
N -2.26 -1.20 -0.40
C -3.53 -1.39 -0.81
C -4.25 -2.53 -0.81
O -3.81 -3.74 -0.41
C -5.59 -2.29 -1.30
O -6.50 -3.07 -1.40
O -5.69 -0.96 -1.64
C -4.48 -0.35 -1.33
O -4.35 0.82 -1.47
H 1.78 -1.63 -1.25
H 0.46 -2.83 -1.11
H 1.82 -2.86 0.00
H 1.20 -0.93 1.17
H -0.30 -1.79 1.01
H 0.05 0.87 0.47
H 0.52 0.26 -1.09
H -2.09 0.87 -0.22
H -1.58 0.25 -1.78
H -1.69 -2.00 -0.63
H -4.53 -4.38 -0.50
C -0.60 3.78 3.07
S -1.99 3.84 1.94
O -1.87 2.62 1.09
C -1.37 5.20 0.94
H -0.77 2.95 3.75
H 0.32 3.62 2.50
H -0.55 4.72 3.64
H -0.40 4.93 0.53
H -1.31 6.10 1.55
H -2.09 5.35 0.14
C 3.71 -3.40 -5.05
S 2.58 -3.78 -3.70
O 3.24 -3.30 -2.45
C 2.80 -5.56 -3.74
H 3.75 -2.31 -5.16
H 4.69 -3.78 -4.80
H 3.33 -3.84 -5.97
H 3.86 -5.79 -3.59
H 2.45 -5.94 -4.70
H 2.21 -5.98 -2.93
C 1.60 4.62 -3.02
S 0.72 3.45 -1.97
O 1.19 2.09 -2.37
C -0.90 3.67 -2.70
H 2.65 4.60 -2.74
H 1.48 4.31 -4.06
H 1.21 5.62 -2.86
H -0.85 3.43 -3.76
H -1.23 4.70 -2.55
H -1.58 2.99 -2.19
C -4.24 -4.48 2.64
S -3.57 -3.10 3.57
O -2.48 -3.64 4.43
C -5.00 -2.86 4.63
H -3.46 -4.82 1.96
H -4.52 -5.28 3.33
H -5.10 -4.14 2.08
H -5.20 -3.78 5.17
H -5.86 -2.58 4.01
H -4.76 -2.06 5.32
C 3.14 -4.17 5.42
S 2.28 -4.21 3.84
O 2.40 -2.84 3.26
C 0.62 -4.34 4.53
H 4.20 -4.04 5.21
H 2.78 -3.33 6.01
H 2.98 -5.11 5.94
H 0.43 -3.48 5.18
H 0.53 -5.27 5.08
H -0.09 -4.33 3.71
C 2.65 -0.06 8.30
S 3.72 -1.35 8.94
O 3.39 -2.58 8.17
C 2.89 -1.52 10.53
H 2.97 0.15 7.28
H 1.62 -0.42 8.30
H 2.75 0.84 8.91
H 1.84 -1.77 10.36
H 2.99 -0.59 11.09
H 3.39 -2.33 11.06
C 4.87 -0.65 -2.65
S 4.40 0.62 -3.82
O 4.81 0.11 -5.16
C 5.60 1.87 -3.35
H 4.19 -1.48 -2.84
H 5.90 -0.95 -2.81
H 4.71 -0.30 -1.63
H 6.62 1.49 -3.47
H 5.42 2.17 -2.32
H 5.43 2.71 -4.02
C -7.82 1.08 -2.79
S -8.59 1.01 -4.41
O -8.49 2.37 -5.00
C -10.28 0.83 -3.82
H -6.76 1.23 -2.94
H -8.25 1.92 -2.24
H -7.99 0.14 -2.27
H -10.52 1.69 -3.19
H -10.38 -0.10 -3.26
H -10.93 0.82 -4.69
C 6.09 6.54 -3.46
S 4.60 7.05 -4.33
O 3.49 6.25 -3.76
C 5.02 6.29 -5.90
H 6.00 6.88 -2.43
H 6.16 5.45 -3.49
H 6.96 7.00 -3.93
H 5.17 5.22 -5.75
H 5.92 6.75 -6.30
H 4.18 6.45 -6.57

128
Properties=species:S:1:pos:R:3 method="wB97M-V/def2-TZVPD" multiplicity=1 max_force_ev_per_a=1.39 lumo_energy_ev=0.25 gap_ev=7.8 homo_energy_ev=-7.55
C -2.05 3.54 0.41
C -2.59 2.13 0.57
C -3.29 1.56 -0.65
N -2.46 1.46 1.65
P -0.98 0.39 1.83
C -1.61 -0.08 3.53
N -1.61 1.00 4.49
C 0.65 -0.69 1.93
P 2.18 0.24 1.95
O 2.12 1.48 2.75
O 2.64 0.46 0.44
O 3.29 -0.75 2.55
H -2.16 3.89 -0.62
H -0.99 3.58 0.66
H -2.61 4.24 1.04
H -2.76 1.92 -1.53
H -3.25 0.47 -0.61
H -4.32 1.91 -0.69
H -0.18 1.53 1.62
H -1.37 -0.34 0.70
H -1.11 -0.94 3.96
H -2.65 -0.36 3.38
H -0.73 1.09 4.98
H -1.89 1.87 4.06
H 0.68 -1.40 2.75
H 0.70 -1.28 1.01
H 2.17 1.20 0.05
H 2.97 -0.90 3.45
C 4.06 -2.93 5.41
Cl 2.28 -2.99 5.55
Cl 4.83 -4.17 6.40
H 4.33 -3.10 4.38
H 4.40 -1.96 5.73
C 3.80 1.61 5.70
Cl 5.45 1.32 6.25
Cl 2.83 0.13 5.73
H 3.34 2.34 6.35
H 3.82 1.97 4.68
C -2.18 -0.60 -3.93
Cl -0.86 0.40 -3.31
Cl -3.68 0.32 -4.10
H -1.90 -0.98 -4.91
H -2.35 -1.42 -3.24
C 6.38 -4.50 2.35
Cl 6.96 -5.98 3.12
Cl 6.45 -3.11 3.44
H 7.00 -4.29 1.49
H 5.35 -4.64 2.05
C -4.39 -3.21 1.75
Cl -4.87 -3.98 0.24
Cl -3.03 -2.09 1.52
H -5.23 -2.64 2.14
H -4.09 -3.97 2.46
C -8.42 -2.58 2.40
Cl -8.17 -4.32 2.53
Cl -7.31 -1.67 3.44
H -8.25 -2.28 1.37
H -9.44 -2.35 2.69
C 4.55 5.47 5.63
Cl 4.01 4.53 7.02
Cl 6.29 5.77 5.67
H 4.32 4.92 4.72
H 4.03 6.42 5.63
C -5.02 -1.08 -7.63
Cl -3.27 -1.28 -7.40
Cl -5.86 -2.63 -7.67
H -5.41 -0.49 -6.80
H -5.19 -0.57 -8.57
C -0.50 4.17 6.61
Cl 0.51 3.53 5.31
Cl -0.42 5.93 6.71
H -1.53 3.88 6.43
H -0.16 3.75 7.55
C 4.18 -8.32 4.05
Cl 4.76 -9.82 4.80
Cl 4.25 -6.95 5.16
H 4.81 -8.10 3.19
H 3.15 -8.47 3.75
C -6.41 2.85 -8.79
Cl -6.90 1.30 -9.49
Cl -6.55 2.85 -7.03
H -5.38 3.03 -9.06
H -7.05 3.62 -9.19
C -5.50 -0.49 -12.62
Cl -5.69 -1.64 -11.28
Cl -3.81 -0.01 -12.84
H -5.86 -0.98 -13.52
H -6.09 0.39 -12.40
C 7.97 -0.33 8.98
Cl 8.34 0.60 10.43
Cl 8.72 0.38 7.54
H 8.36 -1.34 9.11
H 6.90 -0.36 8.83
C -8.14 -2.15 -16.02
Cl -6.83 -1.04 -15.59
Cl -9.67 -1.31 -16.27
H -7.87 -2.66 -16.94
H -8.26 -2.87 -15.22
C 11.99 0.02 10.17
Cl 12.18 -1.73 10.35
Cl 13.19 0.92 11.11
H 12.12 0.28 9.12
H 11.01 0.30 10.51
C -6.29 -5.48 -15.15
Cl -7.78 -5.47 -16.10
Cl -6.35 -4.33 -13.81
H -6.14 -6.47 -14.75
H -5.46 -5.20 -15.80
C 11.03 4.34 10.58
Cl 10.49 2.80 9.90
Cl 10.59 4.49 12.29
H 12.11 4.41 10.49
H 10.56 5.15 10.03
C -6.53 -6.66 -10.93
Cl -6.45 -5.37 -9.71
Cl -4.99 -6.88 -11.76
H -6.79 -7.58 -10.43
H -7.28 -6.39 -11.66
C 11.95 8.31 10.39
Cl 10.20 8.09 10.43
Cl 12.80 7.10 11.35
H 12.29 8.24 9.36
H 12.18 9.29 10.79
C -8.94 6.49 -8.99
Cl -7.19 6.33 -8.78
Cl -9.74 4.91 -9.00
H -9.33 7.07 -8.16
H -9.13 6.99 -9.93

19
Properties=species:S:1:pos:R:3 method="wB97M-V/def2-TZVPD" multiplicity=1 max_force_ev_per_a=5.24 lumo_energy_ev=0.65 gap_ev=9.7 e_above_lowest_kj_mol=262.25 homo_energy_ev=-9.07
C -1.82 -0.54 0.42
C 0.67 -0.66 0.36
C 0.92 0.60 0.84
C 2.16 1.20 0.58
C 3.09 0.46 -0.17
C 1.62 -1.27 -0.35
H -3.21 1.63 -0.05
H -3.98 0.40 -1.16
H -1.23 -0.08 -1.54
H -0.72 -2.23 0.04
H 0.17 1.23 1.43
H 2.48 2.41 0.90
H 4.03 0.90 -0.31
H 1.42 -2.32 -0.51
N -3.09 0.84 -1.03
N -2.04 -0.04 -0.78
N -0.66 -1.32 0.59
N 2.78 -0.82 -0.63
O -2.59 -0.40 1.36

14
Properties=species:S:1:pos:R:3 method="wB97M-V/def2-TZVPD" multiplicity=1 max_force_ev_per_a=0.46 lumo_energy_ev=0.85 gap_ev=10.6 e_above_lowest_kj_mol=226.75 homo_energy_ev=-9.79
C 0.85 -1.89 0.05
C -0.75 -0.22 -0.20
C 0.73 -0.41 -0.39
O -1.26 0.07 0.85
C -0.75 2.50 0.48
O -1.81 2.92 0.10
H 1.29 -2.52 -0.72
H 1.41 -1.95 0.98
H -0.14 -2.30 0.28
H -1.36 -0.54 -1.07
H 1.30 0.25 0.27
H 0.03 2.15 -0.23
H 1.05 -0.23 -1.42
H -0.47 2.41 1.55

61
Properties=species:S:1:pos:R:3 method="wB97M-V/def2-TZVPD" multiplicity=1 max_force_ev_per_a=1.38 lumo_energy_ev=4.32 charge=-2 gap_ev=4.1 e_above_lowest_kj_mol=0.00 homo_energy_ev=0.23
Sn -0.80 -0.31 0.62
C 4.30 -0.29 0.61
C 4.07 0.86 -0.36
S 2.31 0.96 -0.95
C 2.06 2.74 -0.81
C 1.96 3.29 0.60
S 0.72 2.39 1.59
C 1.66 1.67 2.99
C 3.03 1.05 2.76
S 2.99 -0.54 1.86
H 4.30 -1.24 0.08
H 5.26 -0.17 1.12
H 4.32 1.81 0.11
H 4.71 0.73 -1.23
H 2.85 3.25 -1.37
H 1.10 2.89 -1.30
H 2.91 3.26 1.13
H 1.61 4.32 0.55
H 1.75 2.45 3.75
H 0.97 0.90 3.35
H 3.69 1.73 2.23
H 3.47 0.84 3.74
N -2.89 -3.89 -1.34
C -2.15 -2.90 -0.77
O -2.72 -1.90 -0.39
C -0.68 -3.16 -0.69
C 0.10 -1.88 -0.90
H -3.89 -3.81 -1.32
H -2.48 -4.79 -1.56
H -0.42 -3.98 -1.37
H -0.50 -3.50 0.33
H -0.03 -1.53 -1.92
H 1.16 -2.08 -0.73
N -0.52 -1.52 2.20
C -0.48 -2.68 2.81
C 0.58 -3.63 2.65
C 0.56 -4.86 3.26
C -0.48 -5.24 4.10
C -1.51 -4.33 4.31
C -1.52 -3.11 3.69
H 1.40 -3.36 2.00
H 1.36 -5.57 3.07
H -0.49 -6.21 4.59
H -2.34 -4.60 4.97
H -2.34 -2.42 3.86
O -0.60 0.48 -3.67
C -1.08 1.36 -2.96
N -0.74 1.63 -1.70
S -1.52 2.90 -1.11
O -0.64 4.04 -0.90
O -2.36 2.60 0.03
C -2.48 3.29 -2.59
C -3.31 4.33 -2.94
C -3.79 4.39 -4.24
C -3.46 3.39 -5.16
C -2.63 2.34 -4.80
C -2.11 2.31 -3.51
H -3.57 5.08 -2.20
H -4.43 5.21 -4.54
H -3.86 3.44 -6.17
H -2.37 1.57 -5.50

91
Properties=species:S:1:pos:R:3 method="wB97M-V/def2-TZVPD" multiplicity=2 max_force_ev_per_a=3.65 lumo_energy_ev="-8.84 / -8.74" charge=+2 gap_ev="3.4 / 3.7" e_above_lowest_kj_mol=160.21 homo_energy_ev="-12.28 / -12.46" s_squared=0.79
C -0.86 6.53 -3.98
C -1.16 5.17 -4.23
C -1.32 4.82 -5.60
C -1.18 5.81 -6.59
N -0.88 7.06 -6.30
C -0.74 7.44 -5.04
C -1.24 4.20 -3.11
C -1.25 3.47 -2.12
C -0.90 2.46 -1.24
C 0.39 2.50 -0.77
C 1.07 1.28 -0.56
C 0.44 0.08 -0.98
C -0.93 0.05 -1.21
C -1.66 1.28 -1.23
Cu -0.20 0.43 0.87
P 2.21 -1.00 0.78
H -1.52 3.81 -5.93
H -0.67 6.91 -2.98
H -1.30 5.60 -7.64
H -0.52 8.47 -4.89
H -2.67 1.46 -1.46
H 0.92 3.42 -0.69
H -1.46 -0.91 -1.25
H 2.07 1.42 -0.13
C 2.48 -2.55 1.71
C 3.25 -3.64 0.99
H 1.47 -2.99 1.93
H 2.91 -2.30 2.70
H 3.60 -4.36 1.74
H 2.61 -4.18 0.30
H 4.13 -3.27 0.45
C 2.41 -1.50 -0.96
C 3.13 -0.54 -1.90
H 1.36 -1.58 -1.31
H 2.85 -2.50 -1.01
H 3.03 -0.93 -2.92
H 2.67 0.44 -1.90
H 4.19 -0.43 -1.67
C 3.70 0.03 1.16
C 5.04 -0.68 1.09
H 3.54 0.44 2.17
H 3.75 0.90 0.49
H 5.83 0.06 1.29
H 5.15 -1.48 1.83
H 5.24 -1.10 0.10
Br -0.50 -2.29 1.21
P -2.37 -2.79 -1.89
C -0.65 -3.31 -1.73
C -0.41 -4.80 -2.07
H -0.42 -3.21 -0.62
H 0.02 -2.63 -2.28
H 0.67 -4.98 -2.21
H -0.76 -5.43 -1.25
H -0.92 -5.09 -3.00
C -3.42 -2.38 -0.48
C -4.55 -3.42 -0.27
H -3.83 -1.38 -0.65
H -2.73 -2.37 0.40
H -4.79 -3.47 0.80
H -5.46 -3.14 -0.82
H -4.24 -4.42 -0.60
C -2.63 -1.48 -3.15
C -3.01 -2.13 -4.49
H -1.75 -0.83 -3.21
H -3.45 -0.86 -2.75
H -3.35 -1.37 -5.19
H -2.15 -2.67 -4.92
H -3.82 -2.86 -4.38
C 0.15 -0.84 5.52
N 1.06 0.33 5.31
C 2.43 0.06 5.83
C 1.02 0.79 3.86
C -0.37 1.33 3.60
C -1.01 2.25 4.47
C -2.40 2.46 4.33
C -3.12 1.81 3.31
C -2.42 1.04 2.35
C -1.06 0.88 2.51
H 0.36 -1.61 4.77
H -0.91 -0.51 5.41
H 0.32 -1.22 6.52
H 0.67 1.11 5.87
H 2.86 -0.77 5.28
H 3.01 0.97 5.71
H 2.31 -0.19 6.89
H 1.84 1.51 3.73
H 1.24 -0.11 3.25
H -0.45 2.76 5.25
H -2.90 3.11 5.03
H -4.20 1.95 3.27
H -2.90 0.61 1.48